1.
Molecular formula: C5H9N3O
Method: DFT, wB97M-V/def2-TZVPD

Geometry as XYZ:
```
18
Properties=species:S:1:pos:R:3:forces:R:3
N -0.954 1.638 2.099 -0.01 -2.85 -1.23
C -1.052 0.375 1.440 -0.60 0.52 3.12
O -1.697 -0.531 1.940 -0.34 0.28 0.05
C -0.268 0.189 0.259 0.89 1.86 -2.39
C 0.272 1.205 -0.464 0.50 -2.37 -0.57
C 0.894 0.656 -1.705 -0.40 -3.69 1.10
C 0.920 -0.897 -1.359 -1.92 -1.01 -1.47
N -0.211 -1.026 -0.426 -0.60 1.10 0.69
N -0.275 -2.186 0.380 -1.92 -0.49 -2.50
H -0.789 2.280 1.359 -0.27 1.47 0.27
H -1.725 1.706 2.752 0.07 0.66 -0.26
H 0.456 2.200 -0.285 -0.29 2.12 0.97
H 0.408 0.723 -2.624 -1.82 0.62 -1.30
H 1.855 0.899 -1.995 2.26 1.15 0.20
H 0.645 -1.654 -2.162 0.66 1.33 0.33
H 1.877 -1.230 -0.981 0.40 0.03 0.78
H -0.977 -2.088 1.100 0.20 0.24 0.00
H 0.622 -2.257 0.672 3.19 -0.98 2.19
```
Forces are in eV/Å.

Its energy is -11846.539 eV. As for the spin multiplicity: 1. The LUMO energy is 0.43 eV. As for the relative energy (zero: lowest compared OMol25 entry of this formula, charge and spin): 66.2 kcal per mole. Its SMILES is NC(=O)C1=CCCN1N. The HOMO energy is -7.871 eV.


2.
Molecular formula: C5H9N3O
Method: DFT, wB97M-V/def2-TZVPD

Geometry as XYZ:
```
18
Properties=species:S:1:pos:R:3:forces:R:3
C -1.833 0.740 0.124 -1.98 -3.16 -1.19
C -0.536 0.362 -0.669 -3.06 -1.07 3.34
C 0.207 -0.765 -0.295 1.77 5.13 -1.32
C 1.743 -0.576 -0.314 2.22 1.04 -2.29
C 2.574 -0.951 0.829 2.12 1.15 0.11
H -2.942 3.629 0.407 1.58 -0.67 -2.99
H -1.312 3.620 0.161 -2.63 -2.01 -1.93
H -2.554 -0.210 0.448 2.50 1.81 -0.30
H -0.060 1.107 -1.192 1.17 1.67 -0.98
H -0.905 -2.520 0.219 3.70 2.91 0.30
H 1.413 -2.468 0.610 -3.18 1.49 -2.98
H 2.354 0.095 -1.098 -2.02 -1.57 1.67
H 3.602 -0.586 1.182 -1.26 -0.33 -1.63
H 2.124 -1.308 1.688 -1.40 -0.36 1.78
N -2.264 3.170 -0.387 0.27 0.65 6.36
N -2.638 1.723 0.364 2.65 1.43 -2.00
N 0.087 -1.883 0.237 -3.88 -8.41 3.21
O 2.382 -1.912 -0.247 1.42 0.31 0.86
```
Forces are in eV/Å.

Its energy is -11839.419 eV. As for the spin multiplicity: 1. The LUMO energy is 0.43 eV. As for the relative energy (zero: lowest compared OMol25 entry of this formula, charge and spin): 230.4 kcal per mole. The HOMO energy is -7.532 eV.


3.
Molecular formula: C5H9N3O
Method: DFT, wB97M-V/def2-TZVPD

Geometry as XYZ:
```
18
Properties=species:S:1:pos:R:3:forces:R:3
C -1.107 -1.228 -0.229 0.06 -1.21 1.28
C 0.453 1.776 1.359 -0.08 1.20 -0.41
C 1.698 1.847 0.307 -3.53 0.16 -1.46
C 1.154 0.463 -0.024 1.22 -3.08 -1.49
C 0.817 -0.123 -1.428 -0.55 -0.85 -0.23
H -2.547 -2.345 0.499 0.59 0.70 -1.01
H -1.879 0.010 1.112 -1.04 0.95 0.29
H 0.771 1.329 2.329 -0.22 0.31 -0.48
H -0.191 2.718 1.488 1.03 -1.41 0.00
H 1.502 2.554 -0.578 0.14 -0.85 1.53
H 2.702 1.858 0.558 1.68 0.29 1.04
H 1.529 -0.330 0.728 0.37 0.71 -1.43
H 1.522 -0.606 -2.142 0.01 0.41 1.05
H 0.227 0.619 -2.049 0.56 -0.66 1.01
N -1.946 -2.190 -0.344 -0.09 0.70 1.13
N -0.971 -0.290 0.875 1.83 -1.65 -1.64
N -0.123 0.775 0.416 -2.56 3.19 1.96
O -0.056 -1.286 -1.061 0.56 1.09 -1.15
```
Forces are in eV/Å.

Its energy is -11845.166 eV. As for the spin multiplicity: 1. The LUMO energy is 0.96 eV. As for the relative energy (zero: lowest compared OMol25 entry of this formula, charge and spin): 97.8 kcal per mole. The HOMO energy is -8.377 eV.


4.
Molecular formula: C5H9N3O2
Method: DFT, wB97M-V/def2-TZVPD

Geometry as XYZ:
```
19
Properties=species:S:1:pos:R:3:forces:R:3
N -0.440 -1.827 1.968 -1.04 -1.77 0.88
C -0.058 -1.003 0.956 1.65 1.75 -1.05
N 1.180 -0.707 0.772 -0.79 -0.28 0.44
C 1.555 0.143 -0.301 0.14 0.38 -0.30
C 1.475 -0.380 -1.695 -0.21 -0.06 -0.33
C 0.524 0.719 -1.266 0.24 0.69 0.65
C -0.892 0.392 -1.004 -0.99 -3.02 -0.61
O -1.769 0.470 -1.851 0.85 0.45 1.89
N -1.097 -0.469 0.211 -0.19 1.64 -2.05
H -0.764 -1.445 2.845 0.15 -0.08 -0.28
H -0.007 -2.742 1.997 0.13 0.55 0.30
H 2.392 0.803 -0.066 -0.16 -0.36 -0.02
H 2.250 -0.093 -2.404 -0.27 -0.11 0.14
H 1.044 -1.373 -1.837 0.22 0.24 0.09
H 0.677 1.713 -1.687 -0.04 -0.29 0.10
H -2.025 -0.873 0.263 0.27 -0.07 0.08
O -1.608 2.304 0.722 -0.11 -3.00 2.66
H -1.569 1.488 1.442 0.04 3.36 -2.86
H -0.870 2.882 0.934 0.11 -0.03 0.27
```
Forces are in eV/Å.

Its energy is -13895.116 eV. As for the spin multiplicity: 1. The LUMO energy is 0.50 eV. As for the relative energy (zero: lowest compared OMol25 entry of this formula, charge and spin): 33.8 kcal per mole. Its SMILES is NC1=N[C@H]2C[C@H]2C(=O)N1.O. The HOMO energy is -9.044 eV.


5.
Molecular formula: C5H9N3O3S
Method: DFT, wB97M-V/def2-TZVPD

Geometry as XYZ:
```
21
Properties=species:S:1:pos:R:3:forces:R:3
C 0.826 0.259 0.190 -5.88 -3.48 0.79
C 1.566 -0.880 0.107 1.09 1.84 1.25
C -0.840 -0.664 0.197 3.83 2.82 0.24
C 3.073 -0.871 0.299 -3.39 2.00 2.60
C 0.805 1.699 0.502 2.29 0.73 0.63
N 0.935 -2.038 0.001 0.65 -1.22 -0.46
N -0.372 -1.882 -0.008 0.63 0.56 0.27
N -2.514 0.310 -1.517 -0.55 -2.79 0.46
O -3.471 -1.016 0.343 0.83 0.69 0.48
O -2.488 1.273 0.831 -0.29 -0.60 -0.08
O -0.256 2.298 -0.172 0.90 1.17 -0.55
S -2.484 0.019 0.123 0.20 -1.81 -1.68
H 3.376 -0.760 1.338 -0.39 0.07 0.27
H 3.391 -1.749 0.016 2.16 -4.46 -1.91
H 3.454 -0.069 -0.197 1.44 2.02 -1.70
H 0.835 1.963 1.656 -0.17 -0.71 -2.15
H 1.843 2.072 0.065 -2.09 -0.20 0.81
H -0.727 -2.801 -0.195 -1.52 0.09 0.10
H -2.735 1.213 -1.777 -0.43 2.35 -0.54
H -3.116 -0.399 -1.992 0.70 0.90 0.64
H -1.101 2.023 0.190 -0.01 0.01 0.54
```
Forces are in eV/Å.

Its energy is -26774.203 eV. As for the spin multiplicity: 1. The LUMO energy (spin up / spin down) is 0.30 / 0.30 eV. As for the relative energy (zero: lowest compared OMol25 entry of this formula, charge and spin): 99.7 kcal per mole. The HOMO energy (spin up / spin down) is -8.494 / -8.494 eV.


6.
Molecular formula: C5H9N3O4
Method: DFT, wB97M-V/def2-TZVPD

Geometry as XYZ:
```
21
Properties=species:S:1:pos:R:3:forces:R:3
C -0.238 2.148 0.447 -0.39 1.08 -0.55
O -0.826 0.873 0.668 -0.22 0.34 -0.38
N -0.603 0.059 -0.430 -0.15 -0.24 -0.04
C -1.569 0.070 -1.416 -0.41 0.36 -0.08
C -1.494 -1.114 -2.353 -0.18 -0.20 0.19
O -2.364 0.980 -1.539 0.36 -0.48 0.05
H -0.738 2.656 -0.398 0.08 -0.19 0.44
H 0.835 2.079 0.251 -0.43 0.06 0.06
H -0.422 2.713 1.375 0.11 -0.16 -0.33
H -0.238 -0.838 -0.129 -0.13 0.15 -0.22
H -0.533 -1.631 -2.298 -0.11 0.06 -0.06
H -2.298 -1.825 -2.102 0.27 0.27 -0.02
H -1.679 -0.755 -3.360 0.07 -0.02 -0.10
O 0.238 -0.440 2.575 0.09 -0.01 0.80
C 1.224 -0.481 1.702 1.23 -0.06 -0.60
C 1.762 -1.663 1.090 0.58 2.21 -0.25
N 2.716 -1.285 0.282 -0.37 -0.39 0.19
O 2.792 0.059 0.364 -0.09 -0.29 0.10
N 1.871 0.555 1.237 0.15 -0.75 0.76
H 0.087 0.491 2.806 -0.21 -0.27 -0.09
H 1.477 -2.653 1.227 -0.26 -1.49 0.13
```
Forces are in eV/Å.

Its energy is -17986.683 eV. As for the spin multiplicity: 1. The LUMO energy is 0.48 eV. As for the relative energy (zero: lowest compared OMol25 entry of this formula, charge and spin): 67.2 kcal per mole. Its SMILES is CONC(C)=O.Oc1cnon1. The HOMO energy is -9.798 eV.


7.
Molecular formula: C5H9N3OS
Method: DFT, wB97M-V/def2-TZVPD

Geometry as XYZ:
```
19
Properties=species:S:1:pos:R:3:forces:R:3
C -1.503 -0.684 -0.469 0.22 0.09 -0.04
C -0.157 -0.933 -0.442 0.15 -0.19 0.05
C -1.674 0.729 -0.543 0.66 -0.73 0.03
C 0.531 -2.247 -0.343 0.10 -0.19 0.01
C 2.225 1.765 0.802 -0.22 -0.24 -0.65
N -0.557 1.403 -0.587 2.79 -1.94 0.26
N 0.530 0.227 -0.468 -3.48 3.20 -0.34
N -2.887 1.362 -0.500 -0.25 0.24 0.00
O 2.968 -0.431 -0.481 0.59 -0.72 0.03
S 2.143 0.739 -0.738 -0.51 0.73 0.81
H -2.286 -1.413 -0.415 -0.11 -0.22 0.07
H 1.424 -2.171 0.273 -0.05 -0.04 -0.01
H -0.147 -2.985 0.080 -0.01 -0.04 -0.05
H 0.849 -2.582 -1.331 0.01 -0.05 -0.02
H 1.935 2.772 0.533 -0.08 0.23 -0.01
H 3.237 1.740 1.186 0.26 -0.08 -0.18
H 1.532 1.362 1.527 -0.11 -0.15 0.08
H -3.671 0.841 -0.861 0.11 0.12 0.00
H -2.869 2.339 -0.743 -0.07 -0.02 -0.05
```
Forces are in eV/Å.

Its energy is -22682.173 eV. As for the spin multiplicity: 1. The LUMO energy is 0.92 eV. As for the relative energy (zero: lowest compared OMol25 entry of this formula, charge and spin): 22.4 kcal per mole. The HOMO energy is -8.431 eV.


8.
Molecular formula: C5H9N3OS
Method: DFT, wB97M-V/def2-TZVPD

Geometry as XYZ:
```
19
Properties=species:S:1:pos:R:3:forces:R:3
C 2.009 1.073 0.116 -0.84 2.10 -2.39
C 1.374 0.954 -1.200 -0.76 1.65 -0.27
C -1.034 -0.259 0.431 -0.08 0.34 0.39
C -3.365 0.081 1.163 -1.89 -3.32 0.31
C 1.957 -1.212 0.409 1.83 -1.11 1.24
N 0.118 1.051 -1.494 1.82 -0.26 -1.48
N 2.310 0.824 -2.223 -2.18 -1.05 1.06
N -2.082 -0.608 1.161 0.17 -0.47 1.89
O 2.178 0.106 0.889 0.89 -2.11 2.80
S -1.208 1.187 -0.523 -0.10 -1.12 0.98
H -3.402 0.908 1.810 0.20 1.49 0.49
H -3.569 0.277 0.107 -0.43 0.38 0.32
H -4.200 -0.659 1.614 1.80 1.52 -1.28
H 1.926 -1.342 -0.635 0.02 0.50 -1.45
H 1.025 -1.490 0.794 -1.19 -0.76 0.59
H 2.804 -1.827 0.767 -0.53 0.24 0.08
H 3.175 1.224 -2.074 1.95 0.79 0.59
H 1.929 0.979 -3.106 -0.66 0.18 -1.73
H -1.947 -1.266 1.994 -0.01 1.02 -2.14
```
Forces are in eV/Å.

Its energy is -22676.494 eV. As for the spin multiplicity: 3. Its expectation value of S² is 2.007. The LUMO energy (spin up / spin down) is 0.84 / -0.63 eV. As for the relative energy (zero: lowest compared OMol25 entry of this formula, charge and spin): 52.3 kcal per mole. The HOMO energy (spin up / spin down) is -6.491 / -7.911 eV.


9.
Molecular formula: C5H9N3S
Method: DFT, wB97M-V/def2-TZVPD

Geometry as XYZ:
```
18
Properties=species:S:1:pos:R:3:forces:R:3
C 0.673 -0.164 -0.120 2.53 2.68 -1.08
C 1.507 1.101 -0.273 0.98 -2.89 0.30
C -1.439 -0.144 1.161 0.67 1.04 3.04
C -1.182 -1.717 -0.703 1.70 0.01 1.70
C -0.776 -0.293 -0.198 -2.74 -0.12 -1.68
N 1.476 -1.160 -0.007 0.14 -1.82 1.18
N 2.804 0.840 -0.157 -0.57 0.34 0.54
N 1.256 2.384 -0.614 -1.10 2.44 0.47
S 3.045 -0.740 0.174 -1.18 0.39 -0.82
H -1.213 -0.951 1.980 0.18 1.04 -1.91
H -2.575 -0.183 1.153 1.41 0.78 -0.27
H -0.919 0.822 1.616 -1.89 -1.57 -0.50
H -0.580 -2.514 -0.108 -1.36 1.42 -0.80
H -0.935 -1.879 -1.712 0.32 -0.11 -1.44
H -2.239 -1.786 -0.579 -0.75 -0.49 0.15
H -1.245 0.591 -0.923 1.23 -2.27 1.69
H 0.349 2.881 -0.542 0.78 -1.23 0.08
H 1.993 2.912 -0.147 -0.35 0.35 -0.65
```
Forces are in eV/Å.

Its energy is -20635.386 eV. As for the spin multiplicity: 1. The LUMO energy is 0.73 eV. As for the relative energy (zero: lowest compared OMol25 entry of this formula, charge and spin): 9.4 kcal per mole. The HOMO energy is -8.346 eV.


10.
Molecular formula: C5H9N4O
Method: DFT, wB97M-V/def2-TZVPD

Geometry as XYZ:
```
19
Properties=species:S:1:pos:R:3:forces:R:3
C -0.448 -1.535 0.984 2.00 1.85 0.86
C -1.047 0.870 -0.269 -0.31 0.54 1.06
C 1.456 1.768 0.445 -4.29 1.89 -0.93
C 0.952 -0.056 -1.427 -0.77 2.03 -1.42
C 0.537 0.620 -0.143 -1.56 -1.54 1.10
N -1.381 -1.762 1.959 1.16 1.45 -1.25
N -0.579 -2.359 -0.017 0.63 0.47 -1.37
N -2.152 -2.685 1.392 -0.24 -0.49 0.42
N -1.687 -3.046 0.220 -0.08 -0.17 0.63
O 0.692 -0.388 0.930 -3.00 -2.65 0.71
H -1.642 -0.104 -0.037 1.20 1.67 -1.22
H -1.239 1.423 0.662 -0.39 0.31 -0.30
H -1.483 1.478 -1.167 1.14 -1.26 1.48
H 1.688 2.532 -0.285 0.28 -0.06 -0.68
H 2.314 1.430 0.878 2.30 -1.38 0.95
H 0.932 2.422 1.231 0.30 -1.41 -0.83
H 0.486 0.511 -2.288 0.50 -0.56 0.65
H 1.988 -0.056 -1.597 1.68 0.03 -0.06
H 0.614 -1.063 -1.472 -0.55 -0.74 0.20
```
Forces are in eV/Å.

The net charge is -1. Its energy is -13337.197 eV. As for the spin multiplicity: 1. The LUMO energy is 3.52 eV. As for the relative energy (zero: lowest compared OMol25 entry of this formula, charge and spin): 37.0 kcal per mole. The HOMO energy is -4.980 eV.


- The lowest relative energy (zero: lowest compared OMol25 entry of this formula, charge and spin) belongs to which entry?
  C5H9N3S